This record from OMol25 describes a single C4H10N2O molecule in a non-equilibrium geometry. The level of theory is the ωB97M-V functional and the def2-TZVPD basis.

Atoms and positions in Å:
C  -0.09126  0.16415  1.98115
N  -1.22209  -0.07788  1.37768
C  -1.13376  0.54411  0.08646
O  -0.93000  1.94660  0.05339
N  0.00964  -0.14427  -0.58718
C  -0.14714  -1.56933  -0.83522
C  1.36587  0.35448  -0.67727
H  0.46224  1.11890  1.94642
H  0.16983  -0.43547  2.86665
H  -2.05148  0.33449  -0.47776
H  -1.07182  2.20050  -0.87132
H  -1.19247  -1.88674  -0.79230
H  0.40571  -2.14761  -0.08750
H  0.21152  -1.81765  -1.84070
H  1.43161  1.43255  -0.51552
H  1.77611  0.14260  -1.67236
H  2.00749  -0.15945  0.04538

Atomic forces in eV per Å
-2.6 0.2 2.3
3.4 0.4 1.3
0.9 -0.1 -2.1
-0.1 -0.4 0.3
-1.6 0.5 -1.7
0.1 0.6 0.0
-0.6 -0.1 0.2
0.2 -0.6 -1.1
-0.3 0.1 -0.3
0.2 -0.2 0.1
0.1 0.0 0.3
0.1 0.3 0.1
0.1 -0.3 0.0
0.2 -0.1 0.1
-0.2 -0.2 0.1
-0.1 0.0 0.1
0.3 0.1 0.2

For the LUMO energy, the calculation gives 0.60 eV. The energy relative to the best compared isomer or geometry (same formula, charge and spin) comes out at 337.9 kJ/mol. Its structure (SMILES) is C=N[C@@H](O)N(C)C.